#w
Formula: C3H5NOS2
Source: OMol25
Level of theory: ωB97M-V/def2-TZVPD

Output
HOMO   -9.34 eV
LUMO level   0.3812 eV
SMILES   C=NSC(=O)CS
HOMO-LUMO gap   9.72 eV

```
! wB97M-V def2-TZVPD RIJCOSX def2/J DEFGRID3
* xyz 0 1
C 2.64 0.43 -0.63
N 2.25 -0.73 -0.33
S 0.68 -1.14 0.25
C -0.37 0.24 0.39
O 0.00 1.39 0.23
C -1.76 -0.09 0.80
S -2.82 -0.25 -0.68
H 3.63 0.55 -1.07
H 2.04 1.34 -0.54
H -2.27 0.71 1.36
H -1.83 -1.07 1.30
H -2.20 -1.37 -1.08
*
```

Just the natural (NBO) charges please, in e? Sure, here they are: C -0.04; N -0.55; S 0.44; C 0.33; O -0.56; C -0.62; S 0.00; H 0.18; H 0.20; H 0.26; H 0.24; H 0.12

#x
Formula: C3H5NOS2
Source: OMol25
Level of theory: ωB97M-V/def2-TZVPD

Output
HOMO   -9.08 eV
LUMO level   -0.3996 eV
SMILES   CSC(=S)NC=O
HOMO-LUMO gap   8.68 eV

```
! wB97M-V def2-TZVPD RIJCOSX def2/J DEFGRID3
* xyz 0 1
C -2.24 -0.80 0.12
S -0.54 -0.89 -0.32
C 0.07 0.74 -0.15
S -0.90 2.08 -0.17
N 1.43 0.80 -0.01
C 2.41 -0.22 -0.05
O 3.61 0.14 -0.09
H -2.34 -0.23 1.06
H -2.90 -0.32 -0.58
H -2.51 -1.86 0.27
H 1.78 1.79 0.09
H 2.12 -1.23 -0.18
*
```

Just the natural (NBO) charges please, in e? Sure, here they are: C -0.77; S 0.30; C -0.10; S -0.10; N -0.65; C 0.52; O -0.54; H 0.25; H 0.24; H 0.24; H 0.44; H 0.16

Least stable = #w

#w
Formula: C3H5NOS2
Source: OMol25
Level of theory: ωB97M-V/def2-TZVPD

Output
HOMO   -9.41 eV
LUMO level   0.5763 eV
SMILES   O=C1SCCN1S
HOMO-LUMO gap   9.98 eV

```
! wB97M-V def2-TZVPD RIJCOSX def2/J DEFGRID3
* xyz 0 1
O -0.54 -1.96 -0.16
C -0.47 -0.77 -0.07
S -1.94 0.26 -0.09
C -0.97 1.81 -0.11
C 0.45 1.45 0.33
N 0.63 0.02 0.05
S 2.21 -0.68 -0.02
H -1.47 2.53 0.57
H -0.98 2.24 -1.14
H 0.49 1.59 1.40
H 1.17 2.01 -0.25
H 2.46 -0.95 1.29
*
```

Just the natural (NBO) charges please, in e? Sure, here they are: O -0.58; C 0.54; S 0.19; C -0.53; C -0.22; N -0.59; S 0.21; H 0.23; H 0.22; H 0.20; H 0.22; H 0.11

#x
Formula: C3H5NOS2
Source: OMol25
Level of theory: ωB97M-V/def2-TZVPD

Output
HOMO   -8.91 eV
LUMO level   -0.4939 eV
SMILES   CSC(=S)NC=O
HOMO-LUMO gap   8.42 eV

```
! wB97M-V def2-TZVPD RIJCOSX def2/J DEFGRID3
* xyz 0 1
C 1.19 -1.39 0.24
S -0.35 -1.71 -0.57
C -1.35 -0.34 -0.07
S -2.97 -0.27 -0.39
N -0.74 0.89 0.34
C 0.21 1.60 -0.23
O 0.89 1.08 -1.13
H 1.64 -2.36 0.15
H 1.89 -0.59 -0.24
H 1.04 -1.15 1.21
H -1.62 1.61 0.57
H 0.17 2.64 0.10
*
```

Just the natural (NBO) charges please, in e? Sure, here they are: C -0.78; S 0.41; C -0.12; S -0.05; N -0.66; C 0.52; O -0.59; H 0.23; H 0.26; H 0.22; H 0.42; H 0.14

Least stable = #x